{"formula": "C61H74N5O", "method": "the ωB97M-V functional and the def2-TZVPD basis", "charge": 1, "gap_ev": 3.245, "lumo_energy_ev": -5.07, "mol_weight_g_mol": 893.297, "total_energy_ha": -2717.54308, "e_above_lowest_ev": 0.0000, "species": ["C", "N", "C", "O", "C", "C", "C", "C", "C", "C", "C", "C", "N", "C", "C", "C", "C", "C", "C", "C", "C", "N", "C", "C", "C", "C", "C", "H", "H", "H", "H", "H", "H", "H", "H", "H", "H", "H", "H", "H", "H", "H", "H", "H", "H", "H", "H", "H", "H", "H", "H", "C", "C", "C", "C", "C", "C", "C", "C", "C", "C", "C", "C", "C", "C", "N", "C", "C", "C", "C", "C", "C", "C", "C", "N", "C", "C", "C", "C", "C", "C", "C", "C", "C", "C", "C", "C", "C", "C", "C", "C", "H", "H", "H", "H", "H", "H", "H", "H", "H", "H", "H", "H", "H", "H", "H", "H", "H", "H", "H", "H", "H", "H", "H", "H", "H", "H", "H", "H", "H", "H", "H", "H", "H", "H", "H", "H", "H", "H", "H", "H", "H", "H", "H", "H", "H", "H", "H", "H", "H", "H"], "xyz": [[0.14090, -2.20596, -6.62832], [0.62165, -1.29107, -5.61935], [1.88118, -1.38757, -5.10172], [2.70448, -2.25673, -5.37413], [2.05594, -0.24678, -4.09353], [3.14700, 0.73360, -4.52428], [4.52319, 0.10056, -4.56157], [5.24505, 0.06884, -5.76017], [6.43399, -0.65835, -5.84350], [6.93482, -1.31060, -4.71038], [6.26959, -1.18878, -3.48453], [5.06786, -0.47522, -3.40797], [0.70756, 0.33846, -4.05558], [0.40931, 1.38997, -3.26299], [-0.81958, 2.04834, -3.22599], [-1.11344, 3.07623, -2.33649], [-2.34088, 3.81306, -2.29757], [-2.45463, 4.94345, -1.43689], [-3.59736, 5.72423, -1.42883], [-4.68718, 5.39463, -2.25132], [-5.86984, 6.21042, -2.24539], [-6.82698, 6.88641, -2.23454], [-4.61159, 4.26737, -3.07999], [-3.46864, 3.47656, -3.10265], [-0.20218, -0.22148, -5.07036], [-0.51295, 0.80992, -6.16475], [-1.48502, -0.80876, -4.47641], [0.94422, -2.89710, -6.88272], [-0.71894, -2.76670, -6.24654], [-0.16989, -1.65918, -7.52609], [2.31239, -0.68183, -3.10805], [2.89369, 1.12367, -5.52372], [3.14035, 1.58389, -3.82711], [4.83484, 0.57268, -6.63909], [6.95943, -0.72921, -6.79715], [7.83705, -1.91752, -4.78506], [6.67264, -1.66241, -2.58799], [4.52687, -0.39316, -2.46166], [1.22358, 1.75131, -2.62717], [-1.59217, 1.77130, -3.94047], [-0.32530, 3.40804, -1.66048], [-1.61018, 5.19679, -0.78995], [-3.66212, 6.60571, -0.79094], [-5.46188, 4.01715, -3.71726], [-3.44236, 2.59734, -3.75175], [0.41956, 1.08839, -6.67505], [-1.20908, 0.36566, -6.88545], [-0.95917, 1.71125, -5.74033], [-1.22914, -1.57429, -3.72907], [-2.08538, -0.03669, -3.98814], [-2.07878, -1.26407, -5.28043], [-2.06304, -0.06729, -0.79180], [-3.09486, -1.09035, -0.35996], [-4.18719, -0.35446, 0.43015], [-3.74641, -1.68091, -1.61565], [-2.53910, -2.27641, 0.48208], [-3.52331, -3.14365, 0.98057], [-3.19698, -4.19394, 1.82625], [-1.85762, -4.50750, 2.04346], [-0.84736, -3.86471, 1.32121], [0.49235, -4.63388, 1.11818], [1.60753, -4.14021, 2.03177], [0.89502, -4.63323, -0.36036], [0.34641, -6.11707, 1.50317], [-1.18452, -2.56213, 0.79702], [-0.24433, -1.48410, 0.94496], [-0.43967, -0.48441, 1.89609], [-1.64846, -0.21041, 2.49264], [-1.91313, 0.90260, 3.38209], [-1.63460, 2.24269, 3.02605], [-1.66012, 3.22944, 4.00671], [-2.06091, 2.91146, 5.30910], [-2.52786, 1.62960, 5.61005], [-2.49000, 0.62930, 4.64407], [0.80765, -0.03024, 2.27147], [1.12698, 0.82922, 3.38481], [0.96136, 0.38956, 4.73338], [0.80590, -1.08783, 5.23973], [0.07188, -1.14511, 6.58583], [2.21407, -1.66299, 5.42577], [0.02525, -2.01013, 4.32782], [1.13909, 1.33884, 5.74812], [1.78881, 2.54116, 5.50430], [2.16188, 2.84506, 4.20879], [1.66964, 2.10703, 3.12337], [1.78326, 2.87267, 1.76859], [1.24136, 4.29802, 1.98590], [1.00401, 2.32711, 0.58558], [3.26429, 2.94363, 1.38383], [1.74205, -0.58768, 1.40385], [1.09635, -1.43736, 0.58085], [-1.28620, -0.50044, -1.42919], [-2.56181, 0.73570, -1.35451], [-1.59398, 0.40309, 0.07601], [-5.04694, -1.00615, 0.62490], [-3.79558, 0.00684, 1.38597], [-4.54363, 0.51353, -0.14184], [-4.58196, -2.34046, -1.35184], [-4.13739, -0.88050, -2.25980], [-3.01587, -2.26513, -2.19002], [-4.57410, -2.96820, 0.73445], [-3.98668, -4.78815, 2.29032], [-1.62470, -5.31960, 2.73648], [1.28086, -4.17285, 3.07835], [2.47489, -4.80734, 1.92187], [1.94423, -3.13029, 1.79991], [0.24960, -5.33701, -0.90370], [0.78703, -3.65976, -0.84123], [1.93408, -4.97476, -0.46186], [-0.50993, -6.59377, 1.01723], [1.24758, -6.65769, 1.18635], [0.26683, -6.24251, 2.58852], [-2.37316, -1.01642, 2.41543], [-1.45084, 2.46796, 1.97322], [-1.37729, 4.25158, 3.75588], [-2.01280, 3.67508, 6.08425], [-2.90940, 1.40383, 6.60628], [-2.86880, -0.37761, 4.83955], [-0.87610, -0.59496, 6.53048], [-0.16254, -2.19169, 6.82334], [0.68674, -0.76367, 7.40802], [2.75674, -1.66962, 4.47072], [2.78214, -1.05765, 6.14469], [2.16057, -2.69217, 5.80925], [0.48649, -2.12421, 3.34761], [-0.02237, -3.01205, 4.78008], [-1.00735, -1.66828, 4.20804], [0.82866, 1.12987, 6.77211], [2.00222, 3.23179, 6.32055], [2.77397, 3.72909, 4.02716], [1.86677, 4.88287, 2.66770], [1.19078, 4.84380, 1.03568], [0.22918, 4.24910, 2.40783], [1.37049, 1.36360, 0.23140], [-0.06578, 2.25776, 0.80145], [1.12090, 3.03185, -0.25108], [3.68479, 1.93459, 1.29378], [3.39012, 3.45467, 0.41979], [3.84498, 3.48721, 2.13687], [2.78577, -0.31237, 1.44627], [1.48063, -2.00166, -0.25166]], "forces_ev_per_angstrom": [[-0.44, -0.02, -0.15], [0.61, 0.12, 0.31], [0.61, -1.26, -0.18], [-1.10, 1.46, 0.41], [0.32, -0.82, 0.25], [0.13, 0.50, -0.21], [0.24, 0.01, 0.02], [-0.16, -0.34, 0.21], [-0.03, 0.03, 0.26], [-0.28, 0.19, -0.01], [-0.19, 0.16, -0.13], [0.17, -0.19, -0.40], [-0.32, 2.39, 1.63], [1.08, -1.81, -1.08], [-1.43, 1.34, 0.53], [1.13, -0.99, -1.02], [-1.40, 0.62, 0.10], [0.32, -0.61, -0.43], [-0.20, 0.15, 0.05], [0.66, -0.27, 0.08], [-2.16, 1.57, 0.05], [2.25, -1.61, -0.04], [-0.01, -0.31, -0.19], [0.37, 0.34, 0.32], [-0.40, -0.42, -0.82], [0.26, 0.04, 0.01], [0.13, -0.08, 0.31], [-0.05, 0.13, 0.10], [0.18, -0.05, -0.13], [0.10, -0.14, 0.09], [-0.23, 0.19, -0.42], [0.07, -0.05, 0.29], [0.00, -0.09, -0.12], [0.16, -0.23, 0.20], [-0.13, 0.03, 0.31], [-0.21, 0.23, 0.05], [-0.09, 0.12, -0.29], [0.23, -0.09, -0.18], [-0.23, -0.30, -0.05], [0.33, 0.07, 0.42], [-0.17, -0.14, 0.01], [-0.29, -0.03, -0.20], [0.03, -0.28, -0.14], [0.27, 0.05, 0.23], [-0.07, 0.35, 0.23], [-0.30, -0.05, 0.07], [0.18, 0.19, 0.13], [0.00, -0.13, -0.28], [-0.15, 0.20, -0.24], [-0.01, -0.35, -0.11], [0.16, 0.15, 0.29], [0.28, 0.44, -0.07], [-0.05, -0.15, 0.40], [-0.17, 0.19, 0.16], [0.01, -0.27, -0.19], [0.24, 0.07, 0.11], [-0.07, -0.58, -0.06], [-0.30, 0.55, 0.09], [-0.07, -0.28, -0.71], [-0.14, -0.03, 0.58], [-0.12, 0.13, 0.68], [0.62, 0.18, 0.12], [-0.15, -0.05, -0.21], [-0.15, -0.21, -0.01], [-0.72, -0.41, 0.15], [0.27, 0.13, -0.95], [-1.76, -0.08, 1.79], [0.67, -0.17, -0.95], [-0.43, 0.09, 0.47], [-0.21, -0.56, 0.47], [-0.21, -0.17, 0.12], [0.16, 0.09, -0.07], [-0.12, 0.00, -0.14], [0.30, 0.55, -0.30], [0.26, 0.53, -0.31], [0.28, 0.16, 0.35], [0.03, -0.31, 0.16], [-0.36, 0.32, -0.13], [-0.03, 0.01, 0.25], [0.29, 0.18, -0.01], [-0.38, -0.53, -0.19], [0.09, 0.08, -0.04], [0.02, -0.12, -0.18], [-0.22, 0.24, 0.11], [0.10, 0.02, -0.10], [0.25, -0.04, 0.34], [-0.14, 0.23, 0.15], [-0.22, -0.24, -0.45], [0.21, -0.04, -0.10], [0.12, -0.14, -0.45], [0.71, 0.14, 0.00], [0.04, -0.03, 0.02], [-0.02, -0.24, -0.01], [-0.08, -0.02, -0.22], [0.15, 0.24, -0.04], [-0.19, 0.02, -0.24], [0.03, -0.18, 0.06], [0.19, 0.12, -0.16], [0.06, -0.10, 0.16], [-0.15, 0.05, 0.05], [0.44, -0.09, 0.14], [0.27, 0.23, -0.05], [0.02, 0.08, -0.60], [0.13, 0.00, -0.24], [-0.16, 0.13, 0.08], [-0.03, -0.20, 0.18], [0.16, 0.19, 0.00], [0.03, -0.15, 0.00], [-0.23, 0.09, -0.01], [0.04, 0.06, 0.09], [-0.14, 0.18, 0.04], [-0.05, -0.05, -0.19], [0.01, 0.32, 0.00], [0.14, -0.01, 0.51], [-0.14, -0.19, 0.15], [-0.14, -0.16, -0.17], [0.08, 0.11, -0.22], [0.25, 0.29, 0.08], [0.24, -0.07, 0.13], [0.10, 0.23, -0.07], [-0.22, -0.02, -0.08], [-0.04, -0.05, 0.18], [-0.04, -0.14, -0.18], [-0.03, 0.23, -0.12], [-0.11, -0.04, 0.17], [0.11, 0.20, -0.05], [0.32, -0.15, 0.01], [0.24, -0.11, -0.40], [0.05, -0.24, -0.19], [-0.38, -0.17, 0.08], [-0.20, -0.08, -0.17], [0.09, -0.10, 0.07], [0.28, 0.08, -0.13], [-0.12, 0.00, 0.02], [0.21, -0.17, -0.11], [0.10, 0.00, 0.20], [-0.01, 0.17, -0.02], [-0.01, -0.03, 0.16], [-0.06, -0.13, -0.16], [-0.14, -0.02, -0.05], [0.07, -0.01, 0.26]]}